The following is a DFT calculation (ωB97M-V/def2-TZVPD) of a molecular structure, C13H21FN2O6Pd at a distorted geometry.

Each line ends with the Löwdin charge.
Geometry (Å):
1 Pd 0.597 0.218 0.245  0.258
2 C 1.967 1.804 4.183  -0.136
3 O 2.834 1.885 3.087  -0.190
4 C 2.319 2.682 2.043  -0.236
5 C 3.150 2.422 0.789  -0.213
6 O 2.602 3.073 -0.346  -0.216
7 C 1.730 2.318 -1.214  -0.117
8 H 1.900 2.771 4.711  0.077
9 H 2.381 1.052 4.855  0.081
10 H 0.961 1.497 3.878  0.084
11 H 2.362 3.751 2.326  0.120
12 H 1.277 2.400 1.827  0.099
13 H 3.232 1.340 0.636  0.111
14 H 4.154 2.833 0.938  0.116
15 H 2.319 1.646 -1.848  0.080
16 H 1.252 3.068 -1.845  0.073
17 H 0.897 1.692 -0.727  0.009
18 F -5.367 -1.650 -2.321  -0.040
19 C -4.397 -1.163 -1.456  -0.323
20 C -4.022 0.166 -1.528  -0.066
21 C -3.076 0.652 -0.648  -0.076
22 C -2.448 -0.167 0.329  -0.367
23 C -1.496 0.343 1.266  -0.196
24 C -2.860 -1.528 0.329  -0.087
25 C -3.817 -2.017 -0.538  -0.072
26 H -4.472 0.802 -2.282  0.098
27 H -2.758 1.685 -0.733  0.099
28 H -1.377 -0.273 2.158  0.001
29 H -1.610 1.406 1.486  0.003
30 H -2.384 -2.204 1.030  0.099
31 H -4.128 -3.056 -0.505  0.097
32 O 2.306 -3.434 0.195  -0.092
33 N 3.137 -2.500 0.253  -0.618
34 O 4.364 -2.756 0.270  -0.098
35 O 2.754 -1.307 0.303  -0.107
36 C -0.932 -2.568 -3.288  -0.025
37 C -0.368 -1.577 -2.280  -0.621
38 N 0.060 -2.088 -1.122  0.138
39 O -0.325 -0.378 -2.552  -0.025
40 H -0.724 -3.600 -3.005  0.060
41 H -0.508 -2.362 -4.271  0.064
42 H -2.011 -2.421 -3.346  0.066
43 H 0.136 -3.069 -0.927  0.078
44 H 0.387 -1.386 -0.357  0.011

Properties
- charge = -2
- energy relative to the best compared isomer or geometry (same formula, charge and spin) (kcal per mole) = 40.43
- LUMO energy (eV) = 5.28
- energy (a.u.) = -1296.46834
- 2S+1 = 1